Record 1
A 5-piece molecular cluster, C23H55IN6O7 overall at a distorted geometry. Source: the Open Molecules 2025 dataset; level of theory: wB97M-V/def2-TZVPD.

Values from the calculation:
- E_HOMO (eV) = -9.20
- Kohn-Sham gap (eV) = 8.62
- energy (eV) = -56106.6816
- lowest unoccupied orbital energy (eV) = -0.58
- charge = 0
- SMILES = C[C@H](I)C[C@H]1CC(=O)N[C@H]1ON=O.COC[C@@H](C)N.COC[C@@H](C)N.COC[C@@H](C)N.COC[C@@H](C)N

CARTESIAN COORDINATES (ANGSTROEM)
C: -3.463 0.191 -0.654
C: -3.147 1.206 0.599
I: -2.800 3.240 -0.141
C: -1.938 0.647 1.610
C: -2.601 0.579 3.108
C: -3.708 -0.606 3.454
C: -3.921 -0.204 5.062
O: -5.033 0.125 5.725
N: -2.460 -0.271 5.529
C: -1.646 0.451 4.434
O: -0.239 0.042 4.304
N: 0.129 -0.355 5.564
O: 1.311 -0.121 5.760
H: -4.641 0.173 -0.813
H: -3.079 -0.902 -0.487
H: -2.995 0.696 -1.626
H: -4.154 1.256 1.239
H: -1.043 1.418 1.579
H: -1.560 -0.437 1.293
H: -3.190 1.593 3.173
H: -3.025 -1.577 3.331
H: -4.626 -0.488 2.732
H: -2.326 -1.323 5.516
H: -1.668 1.567 4.850
C: 3.733 -0.091 0.871
O: 2.936 0.243 1.995
C: 3.358 -0.357 3.223
C: 4.524 0.379 3.923
C: 5.882 0.127 3.275
N: 4.285 1.829 3.985
H: 4.114 -1.117 0.925
H: 4.558 0.617 0.774
H: 3.115 -0.001 -0.026
H: 2.486 -0.316 3.887
H: 3.586 -1.420 3.075
H: 4.582 -0.003 4.950
H: 6.019 0.692 2.348
H: 6.688 0.433 3.951
H: 6.022 -0.936 3.053
H: 3.423 1.995 4.506
H: 4.057 2.139 3.036
C: 7.546 -1.071 -3.349
O: 6.748 -0.736 -2.224
C: 7.171 -1.337 -0.997
C: 8.337 -0.600 -0.296
C: 9.695 -0.852 -0.945
N: 8.098 0.849 -0.234
H: 7.927 -2.097 -3.295
H: 8.370 -0.363 -3.446
H: 6.928 -0.981 -4.245
H: 6.299 -1.296 -0.333
H: 7.399 -2.400 -1.144
H: 8.395 -0.982 0.731
H: 9.832 -0.287 -1.871
H: 10.500 -0.546 -0.268
H: 9.835 -1.916 -1.166
H: 7.236 1.015 0.287
H: 7.870 1.160 -1.184
C: -0.320 1.371 -2.705
O: -1.060 2.259 -3.526
C: -0.308 2.854 -4.587
C: -0.145 1.954 -5.835
C: 0.888 0.846 -5.656
N: -1.426 1.354 -6.235
H: 0.721 1.692 -2.581
H: -0.360 0.361 -3.116
H: -0.790 1.344 -1.719
H: -0.873 3.745 -4.886
H: 0.662 3.211 -4.220
H: 0.206 2.593 -6.655
H: 0.517 0.016 -5.048
H: 1.162 0.424 -6.629
H: 1.803 1.230 -5.193
H: -2.085 2.104 -6.448
H: -1.826 0.910 -5.404
C: -7.613 -1.220 1.254
O: -7.290 -0.801 -0.062
C: -7.577 -1.765 -1.080
C: -9.056 -1.793 -1.532
C: -9.984 -2.489 -0.540
N: -9.564 -0.437 -1.791
H: -7.452 -2.295 1.397
H: -8.646 -0.955 1.486
H: -6.970 -0.680 1.952
H: -6.966 -1.474 -1.943
H: -7.231 -2.761 -0.777
H: -9.101 -2.361 -2.469
H: -10.212 -1.870 0.332
H: -10.941 -2.724 -1.018
H: -9.550 -3.431 -0.189
H: -8.998 -0.012 -2.526
H: -9.352 0.130 -0.965

***

Record 2
C23H55N3OP4RhSe as an isolated structure at a distorted geometry. Source: the Open Molecules 2025 dataset; level of theory: wB97M-V/def2-TZVPD.

Values from the calculation:
- E_HOMO (spin up / spin down) (eV) = -15.66 / -16.05
- multiplicity = 5
- Kohn-Sham gap (spin up / spin down) (eV) = 7.93 / 3.91
- energy (eV) = -136745.4264
- lowest unoccupied orbital energy (spin up / spin down) (eV) = -7.73 / -12.14
- charge = +3

CARTESIAN COORDINATES (ANGSTROEM)
Rh: 0.433 0.952 -0.873
P: 2.617 1.360 -0.146
P: -0.573 2.281 0.693
P: 1.102 -0.904 -2.224
H: -3.804 0.222 -1.274
C: -2.797 0.160 -1.714
C: -1.679 -0.264 -0.758
H: -1.866 -0.220 0.317
C: 3.586 2.591 -1.166
C: 2.884 2.073 1.547
C: 3.882 -0.001 -0.069
C: -2.389 2.517 0.611
C: -0.323 1.828 2.451
C: 0.044 3.961 0.343
C: -0.122 -1.699 -3.354
C: 1.803 -2.389 -1.365
C: 2.315 -0.290 -3.462
H: -2.874 -0.435 -2.645
H: -1.421 -1.300 -0.974
H: 4.577 2.752 -0.718
H: 3.043 3.551 -1.187
H: 3.718 2.211 -2.194
H: 3.954 2.292 1.712
H: 2.548 1.350 2.306
H: 2.333 3.017 1.652
H: 4.838 0.372 0.339
H: 4.098 -0.405 -1.068
H: 3.520 -0.801 0.593
H: -2.653 3.375 1.245
H: -2.915 1.621 0.967
H: -2.677 2.742 -0.422
H: -1.169 2.185 3.049
H: 0.597 2.277 2.839
H: -0.255 0.734 2.544
H: -0.735 4.672 0.645
H: 0.200 4.061 -0.746
H: 0.972 4.184 0.881
H: 0.385 -2.234 -4.174
H: -0.745 -0.919 -3.807
H: -0.764 -2.402 -2.806
H: 1.897 -3.271 -2.021
H: 1.157 -2.631 -0.509
H: 2.798 -2.160 -0.965
H: 2.355 -0.951 -4.340
H: 3.328 -0.189 -3.054
H: 1.970 0.700 -3.803
C: -0.503 3.550 -4.476
C: -1.874 3.250 -4.374
C: -2.785 3.588 -5.372
C: -2.366 4.297 -6.504
C: -0.997 4.627 -6.644
C: -0.069 4.247 -5.649
Se: 0.747 3.008 -3.132
H: -2.493 1.158 -2.043
H: -2.190 2.719 -3.492
H: -3.825 3.296 -5.272
H: -3.091 4.591 -7.279
H: -0.651 5.177 -7.535
H: 1.001 4.465 -5.780
C: -0.434 -4.582 1.260
N: 0.147 -3.885 2.400
C: 1.600 -3.944 2.434
P: -0.581 -2.403 2.820
O: -0.467 -1.320 1.801
N: -2.112 -2.935 3.097
C: -3.275 -2.179 2.678
C: -2.387 -4.134 3.884
N: 0.120 -1.966 4.265
C: -0.655 -1.859 5.492
C: 1.371 -1.218 4.234
H: 0.086 -5.535 1.133
H: -0.347 -4.024 0.318
H: -1.490 -4.787 1.442
H: 2.071 -3.222 1.752
H: 1.958 -3.768 3.448
H: 1.923 -4.942 2.136
H: -2.995 -1.535 1.841
H: -4.064 -2.852 2.330
H: -3.668 -1.556 3.492
H: -3.234 -4.667 3.425
H: -1.527 -4.816 3.892
H: -2.674 -3.920 4.928
H: -0.539 -2.751 6.122
H: -0.323 -0.985 6.062
H: -1.725 -1.730 5.283
H: 2.200 -1.807 4.643
H: 1.648 -0.924 3.216
H: 1.279 -0.302 4.826

***

Record 3
A 5-piece molecular cluster, C23H56FO11P overall at a distorted geometry. Source: the Open Molecules 2025 dataset; level of theory: wB97M-V/def2-TZVPD.

Values from the calculation:
- E_HOMO (eV) = -8.91
- Kohn-Sham gap (eV) = 9.62
- energy (eV) = -59282.2241
- lowest unoccupied orbital energy (eV) = 0.72
- charge = 0
- SMILES = COC[PH2](F)CCCOC(C)=O.COCCOC.COCCOC.COCCOC.COCCOC

CARTESIAN COORDINATES (ANGSTROEM)
C: -1.973 0.411 2.600
O: -3.134 -0.323 2.288
C: -4.352 0.239 2.741
P: -5.321 0.849 1.236
F: -6.115 1.286 -0.207
C: -6.600 1.747 2.210
C: -6.121 2.925 3.066
C: -5.258 3.930 2.349
O: -3.906 3.445 2.277
C: -3.079 4.209 1.531
C: -1.708 3.616 1.385
O: -3.415 5.266 1.027
H: -1.321 -0.189 3.237
H: -2.182 1.353 3.104
H: -1.392 0.645 1.706
H: -4.202 0.979 3.526
H: -4.936 -0.576 3.181
H: -4.163 1.411 0.684
H: -5.604 -0.482 0.904
H: -7.139 1.012 2.806
H: -7.321 2.138 1.496
H: -5.623 2.570 3.968
H: -7.010 3.452 3.407
H: -5.633 4.163 1.355
H: -5.256 4.861 2.914
H: -1.272 3.382 2.353
H: -1.077 4.331 0.872
H: -1.750 2.697 0.805
C: -12.496 1.741 -1.605
O: -11.654 2.259 -2.617
C: -10.972 3.442 -2.231
C: -9.532 3.165 -1.864
O: -9.431 2.389 -0.682
C: -9.140 1.022 -0.931
H: -12.845 0.765 -1.939
H: -11.961 1.622 -0.659
H: -13.364 2.391 -1.451
H: -11.484 3.926 -1.395
H: -10.995 4.126 -3.085
H: -9.026 4.118 -1.675
H: -9.020 2.669 -2.694
H: -8.120 0.906 -1.293
H: -9.841 0.582 -1.646
H: -9.233 0.496 0.018
C: 1.753 0.382 -0.063
O: 1.665 0.486 1.349
C: 2.131 -0.677 2.016
C: 3.511 -0.469 2.595
O: 4.484 -0.315 1.573
C: 4.881 1.029 1.375
H: 1.535 1.366 -0.477
H: 2.750 0.071 -0.382
H: 1.017 -0.332 -0.446
H: 2.132 -1.537 1.340
H: 1.434 -0.888 2.833
H: 3.786 -1.352 3.179
H: 3.516 0.397 3.264
H: 5.486 1.383 2.217
H: 4.020 1.689 1.245
H: 5.490 1.063 0.472
C: 5.807 -2.894 -4.523
O: 5.892 -1.487 -4.394
C: 4.629 -0.859 -4.240
C: 4.364 -0.482 -2.800
O: 4.213 -1.627 -1.980
C: 5.373 -1.921 -1.213
H: 6.822 -3.288 -4.482
H: 5.221 -3.337 -3.714
H: 5.363 -3.170 -5.485
H: 3.829 -1.508 -4.608
H: 4.638 0.049 -4.850
H: 3.429 0.087 -2.751
H: 5.171 0.156 -2.425
H: 5.507 -1.181 -0.424
H: 6.264 -1.957 -1.843
H: 5.230 -2.896 -0.752
C: 8.310 -4.177 -1.720
O: 8.239 -4.057 -0.312
C: 8.681 -5.216 0.376
C: 10.075 -5.036 0.932
O: 11.042 -4.935 -0.102
C: 11.468 -3.607 -0.346
H: 8.107 -3.195 -2.144
H: 9.299 -4.506 -2.052
H: 7.554 -4.880 -2.086
H: 8.650 -6.090 -0.281
H: 7.989 -5.390 1.206
H: 10.332 -5.912 1.536
H: 10.110 -4.154 1.578
H: 12.077 -3.236 0.486
H: 10.621 -2.935 -0.501
H: 12.079 -3.621 -1.247

***

Record 4
C23H58AlFN3O as an isolated structure at a distorted geometry. Source: the Open Molecules 2025 dataset; level of theory: wB97M-V/def2-TZVPD.

Values from the calculation:
- E_HOMO (eV) = -4.36
- Kohn-Sham gap (eV) = 6.94
- energy (eV) = -40623.0006
- lowest unoccupied orbital energy (eV) = 2.59
- charge = -1

CARTESIAN COORDINATES (ANGSTROEM)
C: 4.075 1.930 -0.047
O: 3.180 2.012 -1.128
C: 2.950 3.382 -1.542
Al: 1.932 4.566 -0.203
C: -0.046 4.035 -0.173
C: -0.185 2.538 0.320
C: -0.846 1.598 -0.721
F: -0.223 0.333 -0.690
H: 3.922 0.922 0.416
H: 5.151 1.965 -0.355
H: 3.896 2.676 0.753
H: 3.898 3.903 -1.862
H: 2.309 3.326 -2.461
H: 2.008 6.116 -0.592
H: 2.598 4.425 1.260
H: -0.433 4.082 -1.219
H: -0.582 4.746 0.497
H: 0.852 2.151 0.472
H: -0.689 2.437 1.309
H: -0.667 1.984 -1.748
H: -1.948 1.493 -0.618
C: -7.233 4.326 1.888
C: -6.210 4.717 0.830
N: -4.911 5.068 1.378
C: -4.025 5.695 0.406
C: -3.572 4.855 -0.789
C: -4.289 4.068 2.235
C: -4.028 2.683 1.641
H: -7.349 5.115 2.633
H: -8.205 4.161 1.417
H: -6.960 3.400 2.399
H: -6.608 5.589 0.302
H: -6.139 3.909 0.088
H: -3.141 6.079 0.924
H: -4.531 6.587 0.018
H: -2.810 4.133 -0.502
H: -3.122 5.504 -1.544
H: -4.399 4.326 -1.266
H: -4.917 3.945 3.124
H: -3.349 4.469 2.624
H: -4.872 2.312 1.054
H: -3.854 1.965 2.448
H: -3.138 2.674 1.014
C: -2.230 -1.979 0.244
C: -1.175 -3.051 0.031
N: -1.709 -4.368 -0.286
C: -0.696 -5.409 -0.218
C: 0.454 -5.332 -1.225
C: -2.615 -4.439 -1.421
C: -2.096 -3.961 -2.780
H: -2.943 -2.268 1.020
H: -1.744 -1.056 0.560
H: -2.782 -1.758 -0.671
H: -0.605 -3.130 0.962
H: -0.473 -2.699 -0.736
H: -1.178 -6.389 -0.298
H: -0.265 -5.391 0.789
H: 0.139 -5.650 -2.219
H: 1.257 -6.008 -0.917
H: 0.881 -4.331 -1.296
H: -3.510 -3.860 -1.177
H: -2.979 -5.467 -1.522
H: -1.534 -3.028 -2.708
H: -2.940 -3.780 -3.452
H: -1.466 -4.709 -3.259
C: 6.381 -1.439 1.365
C: 6.106 -2.829 0.809
N: 4.759 -3.306 1.076
C: 4.582 -4.722 0.788
C: 4.723 -5.181 -0.666
C: 3.675 -2.434 0.636
C: 3.603 -2.072 -0.850
H: 6.183 -1.398 2.438
H: 7.430 -1.181 1.207
H: 5.781 -0.673 0.870
H: 6.815 -3.516 1.284
H: 6.339 -2.834 -0.266
H: 3.606 -5.041 1.168
H: 5.311 -5.279 1.387
H: 3.847 -4.911 -1.255
H: 4.804 -6.271 -0.702
H: 5.611 -4.773 -1.150
H: 3.735 -1.503 1.207
H: 2.720 -2.873 0.940
H: 4.579 -1.821 -1.268
H: 2.959 -1.199 -0.983
H: 3.169 -2.878 -1.442

***

Record 5
A 7-piece molecular cluster, C23H58F2N3O15S2 overall at a distorted geometry. Source: the Open Molecules 2025 dataset; level of theory: wB97M-V/def2-TZVPD.

Values from the calculation:
- E_HOMO (eV) = -6.46
- Kohn-Sham gap (eV) = 8.33
- energy above the lowest of the compared OMol25 structures with the same formula, charge and spin (eV) = 1.665
- energy (eV) = -87070.6807
- lowest unoccupied orbital energy (eV) = 1.88
- charge = -1

CARTESIAN COORDINATES (ANGSTROEM)
N: 1.475 -1.705 -3.255
S: 1.525 -1.736 -1.768
O: 0.952 -0.563 -1.123
O: 2.726 -2.342 -1.111
F: 0.483 -2.920 -1.424
S: 2.674 -0.535 -3.434
O: 3.993 -0.741 -2.875
O: 2.273 0.856 -3.631
F: 2.939 -1.032 -4.919
C: 7.928 6.032 1.385
O: 8.134 5.194 2.573
C: 7.815 3.831 2.333
C: 8.862 2.902 2.870
N: 10.154 2.974 2.188
C: 11.022 1.982 2.910
C: 12.479 2.213 2.580
O: 12.811 3.327 3.405
C: 14.221 3.604 3.449
H: 8.016 7.091 1.626
H: 6.957 5.993 0.893
H: 8.685 5.831 0.627
H: 7.788 3.704 1.251
H: 6.821 3.827 2.782
H: 8.475 1.896 2.711
H: 8.960 3.070 3.942
H: 10.495 3.886 2.455
H: 10.813 1.009 2.467
H: 10.930 2.036 3.995
H: 12.726 2.437 1.542
H: 12.940 1.341 3.044
H: 14.630 3.147 4.350
H: 14.205 4.692 3.527
H: 14.917 3.458 2.624
C: -6.869 -4.643 3.353
C: -8.094 -4.811 4.351
C: -7.563 -5.798 5.516
C: -8.502 -5.909 6.718
C: -8.638 -4.499 7.217
C: -9.191 -3.369 6.172
N: -8.509 -3.553 4.894
O: -8.737 -2.602 3.926
C: -10.754 -3.400 5.979
C: -8.643 -2.072 6.914
C: -9.416 -5.473 3.707
H: -6.072 -5.370 3.513
H: -6.522 -3.610 3.331
H: -7.327 -4.805 2.378
H: -7.633 -6.832 5.177
H: -6.492 -5.742 5.712
H: -8.219 -6.694 7.418
H: -9.463 -6.328 6.420
H: -7.710 -4.078 7.604
H: -9.310 -4.435 8.073
H: -10.966 -2.494 5.411
H: -11.105 -4.241 5.381
H: -11.460 -3.480 6.806
H: -8.967 -1.159 6.415
H: -8.758 -1.928 7.988
H: -7.558 -2.003 6.829
H: -9.930 -4.847 2.977
H: -10.154 -5.848 4.416
H: -9.166 -6.356 3.120
H: -7.853 -2.231 3.973
C: -6.819 -0.228 -4.048
C: -7.964 -1.178 -3.949
O: -7.814 -2.243 -4.933
O: -5.687 -0.725 -3.438
H: -7.094 0.727 -3.601
H: -6.662 0.061 -5.088
H: -8.862 -0.665 -4.295
H: -8.048 -1.567 -2.934
H: -8.661 -2.532 -5.280
H: -5.258 -1.365 -4.010
C: -2.058 7.525 -0.713
C: -1.599 6.029 -0.915
O: -2.339 5.172 -0.175
O: -1.182 8.275 -0.006
H: -2.955 7.561 -0.094
H: -2.351 8.075 -1.607
H: -0.611 5.869 -0.484
H: -1.465 5.709 -1.949
H: -2.025 4.285 -0.363
H: -1.284 7.989 0.905
C: 8.719 5.071 -6.792
C: 9.439 3.771 -7.251
O: 8.933 3.461 -8.512
O: 9.392 6.233 -7.333
H: 8.650 5.113 -5.705
H: 7.640 5.122 -6.935
H: 9.066 2.943 -6.649
H: 10.526 3.835 -7.189
H: 9.287 4.080 -9.155
H: 8.767 6.959 -7.398
C: -1.775 -4.829 -8.300
C: -0.536 -5.523 -8.199
O: -0.099 -5.640 -6.876
O: -1.462 -3.414 -8.238
H: -2.502 -5.194 -7.574
H: -2.216 -5.187 -9.231
H: 0.304 -5.097 -8.749
H: -0.514 -6.449 -8.774
H: -0.054 -4.765 -6.482
H: -1.071 -3.410 -7.361